(1)
The following is a quantum chemistry calculation of a structure of composition C33H40HfN4P2S, from the Open Molecules 2025 dataset.

Geometry as XYZ:
```
81
Properties=species:S:1:pos:R:3:forces:R:3
Hf -0.1758 1.4300 0.1705 -0.8 0.7 0.4
C -1.7151 1.5626 -3.6122 -0.9 -0.4 -1.0
C -1.5067 0.2548 -3.4010 -0.8 -0.4 -1.2
C -0.5796 -0.5869 -4.2429 0.3 0.0 0.1
C 0.8287 0.0292 -4.3232 0.2 -0.5 -0.8
C 1.2955 0.7201 -3.0926 1.1 0.6 0.5
C 1.0457 1.9722 -2.6205 1.1 0.4 -1.2
C 0.3126 3.0559 -3.4011 -1.1 -0.3 0.6
C -0.8035 2.4988 -4.3210 0.7 0.3 -0.7
C 0.6051 2.4278 2.0398 0.2 0.2 0.1
H -2.7271 1.9760 -3.5771 0.5 -0.3 1.0
H -2.2308 -0.3785 -2.8773 -0.3 0.8 -0.5
H -0.9354 -0.6518 -5.2898 -0.2 0.1 0.6
H -0.5995 -1.6377 -3.8906 0.3 0.5 0.0
H 1.5474 -0.7696 -4.6129 -0.3 0.6 0.3
H 0.8208 0.7554 -5.1455 0.3 -0.5 0.2
H 2.1469 0.2025 -2.6584 -0.3 0.3 0.3
H 1.8264 2.4087 -1.9585 -0.6 -0.7 0.0
H 0.9906 3.6590 -4.0423 -0.1 -0.3 0.7
H -0.1511 3.6988 -2.6222 0.2 0.2 -0.7
H -1.3689 3.3395 -4.7403 0.1 -0.2 0.2
H -0.3267 2.0165 -5.1848 -0.3 0.3 0.2
H -0.2720 2.6747 2.6523 -0.1 -0.2 -0.1
H 1.0691 3.4117 1.8641 0.1 -0.2 -0.3
H 1.2895 1.9102 2.7406 -0.2 0.0 -0.4
P 1.6943 -0.6674 -0.1321 5.4 -0.2 0.5
P -1.6516 -1.1671 0.5723 -2.0 2.1 -1.9
N 3.2513 0.3519 -0.5921 -1.2 -0.4 -0.2
N 2.8097 -1.8633 0.7538 -0.9 1.1 -0.3
N -2.5211 0.3470 0.2050 0.9 0.3 1.1
N -3.0887 -2.0631 0.8015 1.1 -0.8 1.0
C 0.7672 -1.7719 -1.2877 -0.3 -0.7 -0.3
C -0.8130 -1.8655 -0.9771 0.3 -0.8 0.2
C 3.2713 1.6976 -0.1837 0.0 0.2 -1.0
C 4.1837 2.4006 -0.9593 -0.6 -0.6 0.6
C 4.8299 1.4566 -1.8073 -1.0 -0.9 0.2
C 4.2451 0.2125 -1.5633 0.0 0.8 -0.2
C 3.6630 -1.3853 1.7662 0.4 -1.4 -0.1
C 4.6195 -2.3627 2.0564 -1.6 1.0 -0.6
C 4.3809 -3.4632 1.1825 -1.4 0.9 -0.6
C 3.2902 -3.1272 0.3770 0.6 -0.3 0.6
C -2.2839 1.5823 0.9573 0.9 0.6 -0.1
C -2.2629 2.6232 -0.0912 -0.4 -0.1 0.3
C -3.0800 2.0757 -1.1289 0.2 -0.7 -0.6
C -3.2254 0.7208 -0.9290 -0.6 0.5 -1.1
C -4.3043 -2.0903 0.0827 -0.6 -0.6 0.6
C -5.1963 -2.8985 0.7760 1.5 0.7 -0.2
C -4.5096 -3.4011 1.9384 0.5 0.4 -0.2
C -3.2345 -2.8828 1.9378 -0.7 -0.3 -0.2
H 1.1846 -2.7804 -1.1409 -0.2 0.3 -0.1
H 0.9183 -1.5195 -2.3712 -0.2 -0.2 1.3
H -1.3780 -1.3822 -1.7963 0.3 -0.1 0.7
H -1.0985 -2.9426 -1.0286 0.2 0.7 0.2
H 2.6644 2.0436 0.6435 0.0 -0.1 -0.1
H 4.2987 3.4799 -0.9581 0.3 -0.3 0.3
H 5.5734 1.6847 -2.5573 0.1 -0.2 0.2
H 4.4343 -0.7326 -2.0516 0.0 0.0 0.1
H 3.5090 -0.4124 2.1841 0.0 0.3 0.1
H 5.3524 -2.3006 2.8403 0.1 0.1 0.0
H 4.9082 -4.4006 1.1900 0.0 0.0 -0.2
H 2.8359 -3.6975 -0.4195 0.0 0.0 0.1
H -2.8932 1.7470 1.8695 1.0 -0.4 -0.2
H -2.1117 3.6945 0.0325 -0.5 -0.3 0.5
H -3.4611 2.6304 -1.9823 -0.1 -0.2 0.5
H -3.7744 -0.0235 -1.4924 0.3 0.5 -0.1
H -4.4257 -1.5607 -0.8494 0.0 -0.2 0.3
H -6.2201 -3.1013 0.4887 0.2 0.0 0.0
H -4.9309 -4.0777 2.6745 0.2 0.2 -0.1
H -2.3909 -3.0007 2.6090 -0.3 -0.1 0.0
S -0.3501 -0.3325 1.9408 -0.2 -1.6 3.3
C -0.5369 -0.1964 4.0727 -0.2 -0.5 -0.1
C 0.5028 -0.5871 4.9070 0.7 -0.5 0.0
C 0.3697 -0.4759 6.3162 -0.6 0.0 -0.9
C -0.7949 0.0751 6.8533 -0.1 -0.1 -0.4
C -1.8717 0.3466 5.9995 0.1 -0.1 -0.1
C -1.7475 0.1702 4.6035 -0.7 0.4 0.1
H 1.4042 -1.0417 4.5064 0.0 0.1 0.0
H 1.1014 -0.9221 6.9874 0.2 0.4 -0.4
H -0.8692 0.2477 7.9336 -0.1 -0.2 -0.5
H -2.8316 0.6308 6.4468 0.4 0.0 -0.4
H -2.5919 0.2986 3.9404 -0.2 0.2 0.2
```
Positions in Å, forces in eV/Å.

The net charge is +2. The calculation puts the total energy at -71525.1671 eV.

Results of the Mulliken charge analysis, in e, for atoms 1 through 4: atom 1 (Hf): 0.752, atom 2 (C): -0.654, atom 3 (C): -0.605, atom 4 (C): -1.037


(2)
The following is a quantum chemistry calculation of a structure of composition C33H40MnN4P2, from the Open Molecules 2025 dataset.

Geometry as XYZ:
```
80
Properties=species:S:1:pos:R:3:forces:R:3
Mn -0.1075 1.2550 -1.9636 -0.5 -0.1 3.2
C -1.3515 1.6403 -3.3878 -1.2 -0.5 -1.1
C -1.3087 0.2143 -3.1743 -0.1 -0.7 -0.3
C -0.3992 -0.6720 -3.9853 0.4 -0.2 -1.2
C 1.0522 -0.1347 -4.1738 0.6 -0.2 -0.7
C 1.5321 0.6844 -3.0074 1.2 0.6 0.7
C 1.4214 2.1162 -2.7818 1.6 -0.2 -0.4
C 0.8017 3.0370 -3.7771 -0.4 0.5 -0.4
C -0.5418 2.4547 -4.3588 0.6 1.4 -1.1
C 0.9629 1.5379 2.1935 0.4 1.2 1.6
H -2.3060 2.1137 -3.2330 -0.2 -0.1 0.5
H -2.1808 -0.3512 -2.7734 0.4 0.8 -0.4
H -0.8671 -0.7435 -4.9767 0.2 -0.5 -0.1
H -0.3153 -1.7021 -3.5825 -0.3 0.5 0.0
H 1.7544 -0.9905 -4.2818 -0.5 0.3 0.1
H 1.2272 0.4294 -5.1084 -0.6 -0.2 0.2
H 2.4155 0.2422 -2.5141 -0.7 0.3 0.0
H 2.1701 2.5476 -2.1003 -0.3 -0.2 -0.6
H 1.5050 3.3305 -4.5711 -0.1 -0.4 -0.2
H 0.6111 4.0165 -3.3043 -0.2 -0.4 0.1
H -1.1188 3.3615 -4.6315 0.0 -0.6 0.0
H -0.3598 1.9558 -5.3183 0.1 -0.1 0.2
H 0.1332 2.2643 2.3088 0.2 -0.5 -0.3
H 1.9274 2.0537 2.0705 -0.4 -0.3 0.1
H 0.9850 0.8186 3.0328 0.0 0.5 -0.6
P 1.7972 -0.2739 0.7648 2.7 -0.3 -1.6
P -1.6419 -0.7946 1.1449 1.4 0.8 -0.7
N 3.2472 0.6533 -0.1450 -1.3 0.0 -0.1
N 2.9077 -1.5456 1.2217 0.6 -0.8 1.0
N -2.2028 0.4301 0.0085 0.4 1.2 -0.7
N -2.9090 -2.0064 1.4333 0.9 -0.8 -0.4
C 0.8404 -1.1971 -0.5102 -0.6 0.0 -0.6
C -0.5434 -1.7251 -0.0851 -1.0 -1.2 0.0
C 3.3387 2.0369 -0.1085 1.0 -0.1 -0.1
C 4.5141 2.4510 -0.7227 -0.8 -0.6 0.4
C 5.1463 1.2864 -1.2390 -1.1 -0.8 0.5
C 4.3449 0.1977 -0.8859 0.1 0.4 0.1
C 3.7582 -1.3086 2.3146 -0.2 -1.2 -0.4
C 4.4953 -2.4514 2.5758 -0.6 0.5 -0.3
C 4.1010 -3.4456 1.6190 -0.7 1.0 -0.4
C 3.1441 -2.8597 0.7970 0.3 0.0 0.8
C -1.5102 1.7508 -0.2944 -3.0 -0.1 2.7
C -2.6411 2.5896 -0.6961 2.0 -1.0 0.0
C -3.6640 1.7538 -1.1411 -0.2 -0.6 0.2
C -3.3662 0.4613 -0.7277 0.5 0.7 0.9
C -3.9340 -2.4222 0.5707 0.0 0.3 0.9
C -4.8364 -3.1418 1.3177 0.8 0.3 -0.3
C -4.3000 -3.3127 2.6227 0.8 0.6 -0.4
C -3.0855 -2.6695 2.6616 -0.9 0.5 -0.3
H 1.3971 -2.0662 -0.9038 -0.1 0.6 0.1
H 0.6700 -0.5491 -1.4160 0.5 -0.4 0.6
H -1.1617 -1.7644 -1.0114 0.3 -0.2 0.4
H -0.5203 -2.7560 0.3263 0.3 0.5 -0.2
H 2.5573 2.6236 0.3319 0.0 0.1 0.1
H 4.8786 3.4639 -0.7596 -0.1 0.0 -0.1
H 6.0588 1.2494 -1.8146 -0.1 -0.1 0.1
H 4.4651 -0.8527 -1.1381 0.0 0.3 0.3
H 3.6958 -0.3661 2.8295 0.2 0.1 0.0
H 5.2046 -2.5718 3.3871 -0.1 0.1 -0.2
H 4.4515 -4.4694 1.5605 -0.1 0.3 -0.1
H 2.5675 -3.2920 -0.0048 0.2 0.0 0.0
H -0.7576 1.9853 0.4823 -0.4 0.2 -0.5
H -2.6984 3.6743 -0.7043 0.5 -0.2 -0.3
H -4.5340 2.0204 -1.7434 0.3 0.0 0.4
H -3.9233 -0.4269 -0.9060 -0.4 -0.1 0.0
H -3.9182 -2.1702 -0.4806 -0.1 -0.1 0.3
H -5.7747 -3.4910 0.9638 -0.5 -0.4 -0.2
H -4.7662 -3.7956 3.4500 -0.1 -0.4 0.3
H -2.3528 -2.5936 3.4538 -0.3 0.1 -0.2
C -2.1730 -0.0278 5.5675 0.1 -0.1 0.1
C -1.1004 -0.8138 5.1297 -0.4 0.4 0.2
C -0.7432 -0.8239 3.7852 -0.3 -0.2 -0.4
C -1.5600 -0.1475 2.8334 -0.8 0.4 0.0
C -2.4412 0.8528 3.3246 -0.3 0.0 0.5
C -2.7792 0.8754 4.6844 0.4 0.1 -0.4
H -2.5093 -0.0808 6.6074 0.2 0.1 -0.4
H -0.5677 -1.4212 5.8624 0.0 0.2 -0.3
H 0.1399 -1.3711 3.4640 -0.3 -0.2 -0.1
H -2.9153 1.5912 2.6744 0.0 -0.5 -0.1
H -3.5331 1.5782 5.0672 0.4 -0.3 -0.3
```
Positions in Å, forces in eV/Å.

As for the spin multiplicity: 6. The calculation puts the total energy at -90715.8429 eV.

Results of the Mulliken charge analysis, in e, for atoms 1 through 4: atom 1 (Mn): -0.205, atom 2 (C): -0.565, atom 3 (C): 0.598, atom 4 (C): -1.156


(3)
The following is a quantum chemistry calculation of the ion C33H40N3 with charge +1, from the Open Molecules 2025 dataset.

Geometry as XYZ:
```
76
Properties=species:S:1:pos:R:3:forces:R:3
C -1.2062 3.2898 0.0740 -0.3 -0.2 -0.7
C 0.0306 2.6416 0.5779 0.5 0.4 -1.3
C 1.2576 3.5513 0.4249 -0.1 0.0 -0.1
C 2.5059 2.9991 0.1261 0.0 0.1 0.1
C 3.6614 3.7631 0.2874 -0.3 0.3 0.0
C 3.5603 5.1085 0.6671 -0.1 -0.2 0.0
C 2.3037 5.6766 0.8921 -0.1 -0.1 0.1
C 1.1538 4.8839 0.8115 0.4 0.2 0.0
C -0.0864 2.3529 2.0596 0.1 -0.3 2.4
C 1.1425 1.5340 2.4809 -0.6 0.4 -0.4
C 1.3491 0.3103 1.8360 0.5 0.1 0.1
C 2.5601 -0.3540 1.9793 -0.2 0.2 0.2
C 3.5460 0.1743 2.8488 -0.2 0.1 0.0
N 4.7672 -0.4432 2.9468 0.0 -0.2 0.1
C 5.5572 -0.4542 4.1598 0.2 0.4 0.2
C 6.7016 -1.4462 3.8876 -0.3 -0.1 0.3
C 6.6882 -1.7232 2.3737 0.1 0.2 0.0
C 5.3633 -1.1617 1.8395 -0.1 -0.3 -0.3
C 3.2635 1.3398 3.6019 -0.1 -0.2 -0.2
C 2.0854 2.0423 3.3777 -0.2 -0.6 -0.4
C -1.4047 1.7325 2.4950 0.2 0.3 0.3
C -2.5930 2.4319 2.2267 0.2 -0.6 -0.2
C -3.8092 1.7815 2.3036 -0.2 -0.2 0.4
C -3.8731 0.5224 2.9516 0.3 0.0 -0.2
N -5.0586 -0.1501 3.0269 -0.2 0.1 0.1
C -5.3461 -1.0861 4.0893 0.3 -0.5 0.1
C -6.8053 -1.5024 3.8629 0.0 0.4 0.3
C -7.1493 -1.0850 2.4222 0.2 -0.2 -0.2
C -6.0871 -0.0530 2.0127 -0.2 0.4 0.0
C -2.6983 -0.0258 3.5225 -0.4 0.3 -0.1
C -1.4702 0.5626 3.2550 -0.3 -0.1 -0.3
N -1.9837 2.7532 -0.8168 0.7 0.3 1.2
C -3.3526 3.2538 -1.0707 -0.2 0.5 -0.4
C -4.0381 2.1597 -1.8937 -0.4 0.0 0.1
C -2.9789 1.0958 -2.2325 0.2 0.0 -0.3
C -1.7108 1.4331 -1.4406 0.0 -0.4 -0.1
H -1.4800 4.2675 0.4909 -0.1 -0.5 -0.4
H 0.1874 1.7130 0.0123 0.1 0.3 0.3
H 2.5806 1.9486 -0.1615 0.0 0.3 0.1
H 4.6373 3.3022 0.1351 -0.3 0.2 0.0
H 4.4652 5.7040 0.8217 -0.4 -0.2 -0.2
H 2.2112 6.7305 1.1638 0.1 -0.4 0.0
H 0.1824 5.2981 1.1040 0.5 0.0 -0.1
H -0.0432 3.3110 2.6069 0.2 -0.1 -0.3
H 0.5637 -0.1114 1.1943 0.4 0.1 0.2
H 2.7183 -1.3041 1.4637 0.0 0.4 0.2
H 5.9428 0.5536 4.3850 0.0 -0.2 0.0
H 4.9515 -0.7674 5.0269 0.1 0.1 -0.3
H 7.6570 -1.0400 4.2320 -0.2 -0.2 -0.1
H 6.4950 -2.3698 4.4412 0.2 0.2 -0.1
H 7.5304 -1.2182 1.8896 -0.1 -0.2 0.0
H 6.7582 -2.7938 2.1645 0.1 0.2 0.0
H 4.7057 -1.9709 1.4881 0.2 0.1 0.1
H 5.5401 -0.4967 0.9751 -0.2 -0.1 0.2
H 3.9928 1.7145 4.3151 -0.1 -0.1 -0.2
H 1.9013 3.0025 3.8558 0.1 -0.2 0.0
H -2.5676 3.4991 1.9876 -0.1 -0.4 -0.2
H -4.7243 2.2609 1.9439 0.3 -0.1 0.4
H -5.2002 -0.6197 5.0788 0.0 -0.1 -0.3
H -4.6609 -1.9485 4.0398 -0.2 0.0 0.0
H -7.4264 -0.9436 4.5719 0.0 -0.2 -0.1
H -6.9373 -2.5710 4.0446 -0.1 0.2 0.0
H -7.0851 -1.9517 1.7555 -0.1 0.2 0.1
H -8.1507 -0.6581 2.3457 0.1 -0.2 0.0
H -5.6832 -0.2700 1.0084 0.0 0.1 0.2
H -6.5119 0.9628 1.9725 0.0 -0.2 0.0
H -2.7594 -0.9398 4.1130 0.1 0.3 -0.2
H -0.5636 0.0925 3.6368 -0.2 0.2 -0.2
H -3.8701 3.4443 -0.1181 0.4 -0.2 -0.2
H -3.3138 4.2090 -1.6162 0.2 -0.3 0.2
H -4.8635 1.7286 -1.3165 0.2 0.1 -0.1
H -4.4665 2.5983 -2.7989 0.0 -0.2 0.2
H -3.3142 0.0861 -1.9825 0.0 0.2 -0.1
H -2.7410 1.1176 -3.3002 -0.2 -0.1 0.2
H -0.8258 1.4990 -2.0952 -0.3 0.1 0.4
H -1.5061 0.6648 -0.6747 -0.1 0.5 -0.1
```
Positions in Å, forces in eV/Å.

The net charge is +1. The calculation puts the total energy at -39334.1026 eV.

Results of the Mulliken charge analysis, in e, for atoms 1 through 4: atom 1 (C): -1.870, atom 2 (C): 1.304, atom 3 (C): -0.131, atom 4 (C): -0.048


Number 2 is which compound? C33H40MnN4P2